{"formula": "C2ClF5", "method": "ωB97M-V/def2-TZVPD", "species": ["C", "C", "F", "F", "F", "F", "F", "Cl"], "positions_angstrom": [[-0.776588, 0.296640, -0.191065], [0.321795, -0.235980, 0.700818], [-0.984195, 1.613646, -0.152446], [-1.982344, -0.437455, -0.023887], [-0.381963, 0.001229, -1.446349], [0.977404, 0.614507, 1.472279], [0.297127, -1.522450, 1.139350], [2.528765, -0.330135, -1.498701]], "forces_ev_per_a": [[-1.15, -1.74, -0.41], [0.19, -0.60, 0.74], [-0.02, -1.02, 0.58], [1.92, 1.70, 0.03], [-0.35, 0.13, -0.33], [-0.50, -0.60, -0.02], [-0.23, 2.13, -0.49], [0.13, -0.01, -0.10]], "lumo_ev": [0.821, -4.175], "relative_energy_ev": 0.0000, "mol_weight_da": 154.47, "multiplicity": 3, "orbital_gap_ev": [10.34, 7.92], "largest_force_ev_per_a": 2.571}